{"formula": "C21H39FeO21", "method": "ωB97M-V/def2-TZVPD", "lumo_ev": [0.48, -0.43], "e_homo_ev": [-9.6449, -9.7858], "spin_multiplicity": 6, "molar_mass_g_mol": 683.4, "homo_lumo_gap_ev": [10.13, 9.35], "species": ["H", "H", "H", "C", "H", "H", "C", "C", "H", "H", "H", "O", "H", "H", "H", "C", "H", "O", "O", "C", "Fe", "O", "O", "O", "H", "O", "H", "C", "H", "H", "C", "H", "H", "O", "C", "H", "O", "O", "H", "C", "H", "O", "O", "C", "O", "O", "H", "H", "C", "H", "O", "H", "O", "H", "C", "H", "C", "H", "C", "C", "C", "O", "O", "C", "H", "H", "H", "O", "H", "H", "O", "H", "O", "H", "C", "H", "H", "C", "C", "H", "C", "H"], "coordinates": [[-2.165075, 0.305493, 5.339179], [-5.062190, -1.589177, 0.765704], [-4.548518, -0.027425, 0.181441], [-4.874342, -1.017287, -0.145152], [4.056238, 5.933717, -1.431346], [-4.017113, -1.501672, -0.615329], [-2.015177, -1.809945, 4.090134], [-1.367291, 5.972879, 1.557384], [6.042034, 1.246121, 1.500757], [0.675107, -3.304066, -8.292388], [-1.320197, -0.987047, -0.100288], [4.261152, -2.401248, 2.323993], [0.984610, 0.579961, 3.809778], [-1.293595, -0.224566, -1.647748], [-0.949547, -4.288660, 2.375144], [-6.061964, -0.348275, -2.002694], [0.099973, -1.347198, -2.961709], [0.476891, 4.442026, 1.662291], [-0.702974, 1.778463, 0.864312], [-0.428835, 4.981798, 0.950790], [0.992556, 3.092243, 0.170871], [-7.268904, -0.425919, -2.545086], [-2.360124, -1.773924, 5.370548], [3.295344, -2.152351, 0.434969], [1.775622, -1.012020, 4.000547], [0.692192, 1.261204, -0.693648], [-8.424261, 0.155355, -4.145511], [2.600880, 4.399686, -1.251357], [-0.799887, 6.775252, 2.030399], [-0.015550, -3.000519, -3.657277], [-1.408051, -3.311024, 2.393900], [-6.790417, -0.268447, -4.570397], [-0.691264, -2.553340, 2.080310], [-5.099027, 0.172651, -2.491488], [1.402090, -2.513590, -8.100945], [-7.103033, 1.266003, -3.755274], [1.641174, 3.721633, -1.738168], [4.011826, 1.421304, 1.429622], [-2.306677, -3.172912, 1.799239], [5.163693, 0.761563, 1.912942], [-2.282915, -0.466651, 6.944318], [-1.755635, -3.065241, 3.774274], [-1.932928, -0.847780, 3.358534], [1.046784, -2.387740, -5.802423], [1.299950, -3.556957, -5.628525], [-6.105053, -0.955974, -0.812442], [2.380181, -1.415477, -1.172579], [1.578272, -2.383043, -3.143716], [3.376217, 5.361800, -2.052788], [-3.721333, -0.358411, 5.923285], [0.996368, -1.764481, -6.960017], [-1.952940, 5.442186, 2.303234], [2.142930, -3.173615, 2.085268], [3.864684, 4.883431, -2.899630], [3.132755, -2.638274, 1.660905], [1.249879, -1.968515, 0.112323], [-7.395793, 0.217175, -3.799504], [2.371507, -2.969165, -7.908048], [2.831829, 1.273830, 1.987012], [-2.637854, -0.480721, 5.918222], [0.604631, -2.114424, -3.537567], [-0.626864, 4.456589, -0.185283], [0.773643, -1.526708, -4.838615], [-0.407822, 0.997114, -0.071951], [4.856375, -2.099391, 4.244397], [0.859730, -0.567958, 2.502986], [5.162700, -0.295426, 1.640735], [2.787690, 4.211666, -0.007337], [2.091799, -3.211042, -0.853707], [-2.004956, 6.435679, 0.808644], [1.910649, 2.026038, 1.742382], [3.305385, -2.845661, 4.131820], [2.785210, 0.249409, 2.827398], [2.666590, 6.051665, -2.519166], [-1.377192, -0.008372, -0.585175], [1.428659, -1.839801, -8.947281], [4.796008, -3.800461, 3.723365], [1.513580, -0.227782, 3.302321], [2.142165, -2.197902, -0.466135], [5.238405, 0.817321, 3.002316], [4.291746, -2.839719, 3.672789], [-2.382432, 0.346069, -0.373091]], "forces_ev_per_a": [[-0.01, 0.00, -0.07], [-0.15, 0.05, -0.07], [-0.07, 0.05, -0.20], [0.84, 0.11, 1.88], [0.20, -0.14, -0.04], [-0.47, 0.01, -0.79], [0.10, 0.72, -0.21], [0.40, 0.68, -0.39], [-0.20, 0.20, -0.26], [0.07, -0.02, -0.02], [0.31, 0.13, 0.31], [-0.03, -0.06, 0.04], [0.07, -0.03, 0.04], [0.21, 0.40, -0.05], [-0.22, -0.18, -0.17], [0.03, -0.08, 0.12], [0.16, -0.04, 0.20], [0.15, 0.52, 0.11], [-0.22, -0.44, -0.03], [-0.31, -1.84, 0.23], [-0.24, 0.45, -0.26], [-0.46, -0.08, 0.08], [0.16, -0.04, 0.38], [-0.23, 0.16, -0.21], [-0.18, -0.17, -0.05], [-0.11, -0.69, -0.18], [-0.14, -0.13, 0.47], [-1.26, -1.45, 1.06], [-0.01, -0.16, 0.22], [0.02, -0.05, 0.30], [0.06, 1.04, 0.53], [0.15, -0.01, 0.27], [0.14, -0.14, -0.06], [0.23, 0.07, -0.05], [-0.14, -0.64, 0.17], [0.05, -0.05, 0.17], [0.15, 0.28, -0.52], [-0.29, 0.87, -0.37], [-0.02, -0.45, -0.21], [0.58, -0.96, 0.69], [0.10, -0.16, -0.01], [0.11, -0.56, -0.22], [0.01, -0.45, 0.00], [0.20, -0.78, 0.38], [0.01, 0.04, -0.23], [-0.15, -0.26, -0.76], [-0.26, -0.13, -0.35], [-0.01, -0.03, 0.17], [-0.12, 0.65, -0.52], [0.06, 0.20, -0.04], [0.00, 0.77, -0.47], [-0.06, 0.05, 0.06], [-0.15, -0.08, 0.14], [0.21, -0.18, 0.19], [-0.07, 0.17, -0.59], [-0.11, 0.05, -0.17], [0.12, 0.31, -1.08], [0.04, 0.03, -0.16], [0.33, -0.23, 0.09], [-0.39, -0.01, 0.04], [-0.17, 0.04, -0.74], [0.29, 0.48, -0.21], [-0.25, 0.47, 0.22], [0.50, 1.84, -0.13], [0.22, -0.09, -0.27], [0.25, -0.15, -0.16], [-0.09, 0.15, -0.10], [0.44, 0.43, 0.05], [-0.15, 0.11, -0.37], [-0.12, -0.24, -0.05], [0.00, -0.50, 0.21], [-0.10, -0.41, -0.29], [0.09, -0.08, -0.35], [-0.03, -0.01, 0.14], [-0.55, -0.91, 0.06], [0.07, 0.21, 0.07], [-0.18, -0.13, 0.12], [-0.35, 0.87, 0.35], [0.86, -0.06, 1.31], [-0.17, 0.11, -0.08], [0.23, 0.46, 0.74], [0.04, 0.15, -0.07]]}